Entry 1:
Density functional theory data (ωB97M-V/def2-TZVPD) for a molecular structure, C36H76MgO24S7 at a distorted geometry.

Structure (XYZ):
```
144
Properties=species:S:1:pos:R:3:mulliken_charge:R:1
Mg 9.36336 -9.76817 -19.27605 2.237
O 10.74088 -9.98025 -17.84208 -0.355
C 10.73595 -11.40718 -17.57582 0.461
C 10.05213 -12.43569 -18.64087 -0.485
O 9.28024 -11.74521 -19.68481 -0.686
H 10.22138 -11.49475 -16.61892 -0.060
H 11.68093 -11.84809 -17.25846 -0.075
H 9.60162 -13.25677 -18.08321 0.355
H 10.82549 -12.92089 -19.23634 0.248
C 6.41453 -15.74649 -20.35436 -1.523
C 6.47200 -14.29311 -20.81004 0.969
C 7.49902 -14.05264 -21.94011 0.308
O 6.78007 -13.18612 -22.81121 -0.250
C 5.45526 -13.36377 -22.63927 0.544
O 4.60621 -12.86598 -23.30477 -0.575
O 5.26689 -14.05400 -21.52597 -0.496
H 5.57408 -16.02625 -19.71916 0.414
H 7.32723 -15.78263 -19.75958 0.198
H 6.13718 -16.36163 -21.21038 0.369
H 6.47872 -13.66319 -19.92051 0.028
H 7.87686 -15.00342 -22.31610 0.174
H 8.22963 -13.41637 -21.44064 -0.128
C 13.82551 -7.74865 -16.55295 -1.465
C 12.55244 -7.08265 -17.17834 2.172
C 11.42498 -6.67003 -16.33865 0.398
O 11.36817 -5.32211 -16.48695 -0.361
C 11.92691 -4.93349 -17.55090 0.487
O 11.84712 -3.87595 -18.11370 -0.601
O 12.80813 -5.90788 -17.88786 -0.455
H 14.44476 -7.85654 -17.44344 0.431
H 13.57984 -8.72147 -16.12707 -0.001
H 14.16923 -7.18897 -15.68306 0.446
H 12.13149 -7.82499 -17.85644 -0.903
H 11.61796 -6.93466 -15.29903 0.022
H 10.51504 -7.20021 -16.61974 -0.130
C 12.26051 -12.01520 -13.72961 -1.266
C 12.26710 -10.50250 -13.91644 1.211
C 10.98204 -9.80282 -14.10375 1.105
O 11.16085 -8.57940 -13.25294 -0.464
C 12.26861 -8.68157 -12.50673 0.649
O 12.82121 -7.84606 -11.85920 -0.600
O 12.81279 -9.81068 -12.75514 -0.508
H 13.25083 -12.46330 -13.81080 0.246
H 11.74055 -12.51334 -14.54790 0.075
H 11.75804 -12.14431 -12.77099 0.430
H 12.79545 -10.36700 -14.86016 -0.489
H 10.11324 -10.34723 -13.73371 0.211
H 10.92728 -9.60278 -15.17384 -0.696
C 12.90335 -14.62105 -16.83301 -0.552
C 14.32336 -13.87312 -16.58769 0.601
C 15.57089 -14.45243 -17.35498 -0.655
O 15.70462 -13.67034 -18.52371 -0.353
C 15.03389 -12.53131 -18.35495 0.446
O 15.08764 -11.56554 -19.09206 -0.565
O 14.19938 -12.62061 -17.30167 -0.057
H 12.05374 -13.93923 -16.86992 -0.247
H 12.67282 -15.39837 -16.10449 0.544
H 12.72063 -15.11258 -17.78857 -0.046
H 14.58688 -13.78062 -15.53407 0.193
H 15.64164 -15.52545 -17.53314 0.381
H 16.46212 -14.30381 -16.74528 0.307
C 9.36247 -14.93083 -14.02839 -1.119
C 8.17313 -14.65084 -13.00204 0.473
C 8.61525 -14.92501 -11.55860 -0.517
O 8.63265 -13.59496 -10.94791 -0.357
C 8.01523 -12.73227 -11.77934 0.665
O 7.64624 -11.59722 -11.52092 -0.589
O 7.82091 -13.25223 -12.98858 -0.257
H 9.53570 -15.99715 -14.17354 0.466
H 10.34077 -14.52751 -13.76694 0.174
H 9.01246 -14.49579 -14.96451 0.201
H 7.34222 -15.26860 -13.34268 0.230
H 9.52840 -15.51187 -11.45923 0.324
H 7.86082 -15.41480 -10.94294 0.295
C 9.51258 -19.97437 -17.47283 -0.875
S 8.97686 -18.43495 -16.55254 0.439
O 10.31388 -17.73721 -16.31652 -0.549
C 8.26339 -17.47886 -17.93071 -0.669
H 10.22416 -19.74036 -18.26466 0.137
H 8.64112 -20.51298 -17.84508 0.397
H 9.95670 -20.64063 -16.73327 0.382
H 8.03015 -16.51831 -17.47132 0.348
H 7.43572 -18.12186 -18.23010 0.453
H 8.94634 -17.26071 -18.75174 -0.019
C 11.73980 -17.04701 -19.83651 -0.663
S 10.95343 -18.04439 -21.18232 0.376
O 9.48668 -17.71567 -21.03174 -0.524
C 11.62617 -17.25483 -22.74526 -0.747
H 11.31748 -17.40799 -18.89873 0.083
H 11.58021 -15.97302 -19.93234 0.087
H 12.82271 -17.17057 -19.82563 0.572
H 11.10962 -17.60115 -23.64044 0.366
H 12.71202 -17.30620 -22.82523 0.377
H 11.38043 -16.19938 -22.62801 0.044
C 8.09964 -8.11242 -23.27587 -1.532
S 7.97939 -9.67134 -22.42397 0.530
O 8.35125 -9.23557 -21.02371 -0.503
C 6.10712 -9.73026 -22.55224 -0.971
H 7.74808 -8.18585 -24.30500 0.591
H 9.10078 -7.71841 -23.45076 0.334
H 7.42134 -7.37493 -22.84679 0.399
H 5.70009 -8.88269 -22.00082 0.368
H 5.74555 -10.71774 -22.26544 0.045
H 5.71792 -9.50390 -23.54491 0.453
C 12.46662 -11.06119 -21.60157 -0.122
S 11.92473 -9.30052 -21.51425 0.256
O 10.75359 -9.32633 -20.52230 -1.320
C 13.35910 -8.53727 -20.55580 -0.682
H 12.90367 -11.43549 -20.67584 -0.138
H 13.24443 -11.02277 -22.36421 0.621
H 11.56332 -11.66194 -21.70776 -0.254
H 14.26594 -8.82200 -21.08934 0.608
H 13.36648 -9.03887 -19.58809 -0.100
H 13.03979 -7.49755 -20.48416 0.262
C 7.33748 -6.04548 -19.58926 -0.781
S 9.15402 -6.37921 -19.16508 0.417
O 9.30978 -7.87650 -19.09133 -0.836
C 9.88143 -5.90674 -20.82417 -0.768
H 7.09201 -6.33734 -20.61036 0.041
H 7.23693 -4.96557 -19.69771 0.451
H 6.64834 -6.52554 -18.89446 0.283
H 10.96948 -5.90701 -20.88933 0.153
H 9.70756 -4.83074 -20.83318 0.527
H 9.37667 -6.25294 -21.72609 0.078
C 9.79844 -13.11393 -24.45456 -0.362
S 11.43388 -12.28189 -24.80074 0.569
O 11.55604 -12.29123 -26.31502 -0.682
C 10.77385 -10.60192 -24.47141 -0.482
H 9.00336 -12.40846 -24.21318 -0.014
H 9.86753 -13.84440 -23.64849 -0.016
H 9.60734 -13.66882 -25.37308 0.491
H 10.13514 -10.46429 -23.59893 -0.459
H 10.04180 -10.51239 -25.27401 0.527
H 11.56825 -9.85705 -24.42449 0.521
C 7.34726 -9.07406 -15.69600 -0.538
S 6.64101 -9.80644 -17.19875 0.245
O 7.60515 -9.78848 -18.34954 -0.617
C 6.64924 -11.61602 -16.82644 -0.616
H 8.33964 -9.41075 -15.39611 -0.058
H 6.74113 -8.90885 -14.80525 0.546
H 7.49192 -8.03116 -15.97797 0.240
H 6.58577 -11.73988 -15.74537 0.393
H 7.55065 -12.13430 -17.15346 -0.126
H 5.79767 -12.16093 -17.23386 0.413
```

Values from the calculation:
- Net charge: 0
- HOMO energy: -0.253 Eh
- Kohn-Sham gap: 6.9 eV

Entry 2:
Density functional theory data (ωB97M-V/def2-TZVPD) for 4 unconnected molecules or ions with the total composition C36H76N4O4 at a distorted geometry.

Structure (XYZ):
```
120
Properties=species:S:1:pos:R:3:mulliken_charge:R:1
C -31.82872 29.50296 6.26221 -1.847
C -31.99921 30.24020 7.65085 1.533
C -33.34740 30.86024 7.64590 -1.758
C -32.01191 29.16670 8.76156 -1.303
C -32.05448 29.78673 10.25482 -0.712
C -30.89261 30.72376 10.47385 -1.213
C -30.66542 31.77312 9.32900 1.639
C -31.57787 33.01598 9.61007 -1.766
C -29.16803 32.16348 9.29005 -1.894
N -30.93077 31.26473 7.93078 0.210
O -30.88861 32.28706 7.00238 -0.503
H -31.88254 30.08680 5.34333 0.373
H -30.87671 28.99448 6.10976 0.470
H -32.41328 28.59120 6.13944 0.399
H -33.40325 31.69159 6.94315 0.373
H -34.13555 30.17776 7.32788 0.407
H -33.63221 31.41474 8.54006 0.329
H -32.82399 28.48058 8.52100 0.521
H -31.12004 28.54853 8.65894 0.371
H -33.06714 30.12600 10.47279 0.363
H -32.00398 28.93200 10.92936 0.420
H -30.05973 30.04154 10.64414 0.396
H -30.99825 31.21572 11.44076 0.404
H -31.75609 33.53379 8.66762 0.336
H -31.21510 33.66929 10.40360 0.468
H -32.52144 32.71910 10.06793 0.383
H -28.61059 31.32643 8.86967 0.452
H -28.71705 32.57918 10.19111 0.367
H -29.09600 32.94791 8.53667 0.443
H -30.15940 32.15588 6.39194 0.340
C -28.98093 16.29415 18.31147 -1.982
C -29.48783 16.85834 16.99050 1.581
C -30.97188 16.76375 16.92369 -1.829
C -29.07391 18.41344 17.15075 -1.032
C -28.91430 19.24836 15.90610 -0.952
C -27.98111 18.43453 14.92808 -1.133
C -28.38228 16.98190 14.68742 1.693
C -29.50114 17.07044 13.65249 -1.840
C -27.22019 16.21683 13.97546 -1.873
N -28.62462 16.27174 15.95052 0.340
O -28.93502 14.95884 15.63565 -0.499
H -27.90525 16.46673 18.34667 0.446
H -29.43178 16.68156 19.22511 0.417
H -29.10015 15.21503 18.40829 0.419
H -31.35120 17.33781 16.07831 0.354
H -31.20333 15.72917 16.67035 0.406
H -31.45605 16.92119 17.88748 0.417
H -29.90527 18.97415 17.57802 0.364
H -28.20493 18.68953 17.74803 0.408
H -29.86497 19.42019 15.40131 0.363
H -28.56942 20.27341 16.04176 0.442
H -26.94848 18.60984 15.22981 0.395
H -28.08843 19.16915 14.13001 0.361
H -29.90494 16.07721 13.45621 0.414
H -29.29432 17.45375 12.65329 0.417
H -30.34359 17.59398 14.10450 0.348
H -27.59029 15.37106 13.39599 0.312
H -26.50597 15.93717 14.74991 0.487
H -26.47697 16.77980 13.41085 0.397
H -28.29908 14.47864 16.17100 0.358
C -28.26196 22.45072 8.08091 -1.704
C -28.05291 21.28580 7.00842 1.286
C -26.95179 20.28884 7.34826 -1.702
C -29.37610 20.45242 6.83770 -1.040
C -29.63173 19.73875 5.42753 -0.679
C -29.42794 20.69883 4.30511 -1.007
C -28.02929 21.27210 4.36655 1.420
C -27.05906 20.11606 3.89141 -1.768
C -27.88490 22.38398 3.36226 -1.965
N -27.79654 21.84510 5.73266 0.384
O -26.67021 22.61538 5.73478 -0.494
H -29.11321 23.11588 7.93588 0.381
H -28.21996 22.09733 9.11119 0.356
H -27.40765 23.10941 7.92472 0.419
H -27.00908 19.90696 8.36758 0.437
H -26.89967 19.48339 6.61571 0.367
H -25.94671 20.68225 7.19621 0.344
H -29.31951 19.63040 7.55128 0.409
H -30.24469 21.07234 7.05985 0.400
H -28.86576 18.96360 5.40437 0.292
H -30.62390 19.33574 5.22436 0.375
H -30.14222 21.48211 4.05138 0.353
H -29.44525 20.09359 3.39877 0.376
H -26.99330 20.12733 2.80346 0.472
H -27.38407 19.09633 4.09786 0.311
H -26.05252 20.31626 4.25870 0.362
H -28.58086 23.21092 3.50332 0.443
H -27.70855 22.03792 2.34381 0.377
H -27.01384 23.03638 3.42333 0.435
H -27.04356 23.49523 5.64499 0.359
C -25.81200 13.14382 -2.71956 -1.588
C -24.19111 13.43507 -2.74066 0.947
C -23.58201 12.17681 -2.06109 -1.586
C -23.76682 13.42731 -4.22619 -0.930
C -22.36673 13.98251 -4.34244 -0.729
C -22.20765 15.40029 -3.79264 -1.119
C -22.82354 15.57688 -2.35126 1.350
C -21.59579 15.12033 -1.47347 -1.697
C -23.13554 17.13264 -2.18967 -1.727
N -24.01759 14.78276 -2.12382 0.215
O -24.76537 14.99310 -0.92471 -0.407
H -25.92791 12.15659 -3.16682 0.401
H -26.28355 13.11899 -1.73716 0.343
H -26.27868 13.89131 -3.36110 0.412
H -24.18669 11.96111 -1.18022 0.455
H -23.49877 11.25360 -2.63455 0.335
H -22.57670 12.27013 -1.65031 0.342
H -23.70702 12.40466 -4.59863 0.412
H -24.45712 14.00365 -4.84216 0.368
H -21.56195 13.37504 -3.92842 0.339
H -22.08194 14.11063 -5.38675 0.362
H -22.68791 16.06050 -4.51483 0.468
H -21.13254 15.57091 -3.84848 0.349
H -20.91663 15.92535 -1.19276 0.428
H -20.98940 14.26723 -1.77778 0.298
H -21.92200 14.84164 -0.47146 0.386
H -23.19682 17.49226 -1.16253 0.352
H -23.97500 17.48328 -2.79005 0.411
H -22.29072 17.68476 -2.60143 0.433
H -24.16571 14.47437 -0.38349 0.375
```

Values from the calculation:
- SMILES string: CC1(C)CCCC(C)(C)N1O.CC1(C)CCCC(C)(C)N1O.CC1(C)CCCC(C)(C)N1O.CC1(C)CCCC(C)(C)N1O
- Net charge: 0
- HOMO energy: -0.294 Eh
- Kohn-Sham gap: 8.6 eV

Entry 3:
Density functional theory data (ωB97M-V/def2-TZVPD) for 9 unconnected molecules or ions with the total composition C36H77ClN8O14 at a distorted geometry.

Structure (XYZ):
```
136
Properties=species:S:1:pos:R:3:mulliken_charge:R:1
C 3.19782 2.96783 1.58776 -0.950
C 3.33875 3.89499 0.25105 -0.487
C 3.78121 3.02696 -1.03204 0.651
Cl 5.17954 3.98420 -1.81846 -0.215
C 2.66154 2.91576 -2.16753 0.174
O 2.00348 3.97021 -2.39421 -0.506
O 2.39566 1.79508 -2.98521 -0.465
C 1.50691 0.81556 -2.32469 1.056
C 0.54035 1.48963 -1.22631 -0.420
C 2.46108 -0.20237 -1.55801 -0.569
C 3.71292 -0.75194 -2.41448 -0.130
C 4.81116 -1.23384 -1.31932 0.503
O 6.04700 -1.16074 -1.52884 -0.609
O 4.42300 -1.72406 -0.02385 -0.479
O 0.68464 0.30282 -3.36569 -0.438
C 0.44839 -1.11125 -3.34571 -0.436
C -0.49768 -1.63660 -2.14291 0.673
C -2.00063 -1.03498 -2.29073 -1.156
O -0.62632 -3.06179 -2.33715 -0.531
H 4.19274 3.05789 2.13999 0.308
H 2.30410 3.37607 2.16223 0.252
H 3.01184 1.86752 1.34079 0.246
H 4.17166 4.66564 0.45767 0.428
H 2.33387 4.40756 0.10879 0.281
H 4.24847 2.04093 -0.71364 0.094
H 0.03609 2.45360 -1.61175 -0.147
H 1.13856 1.68599 -0.25540 0.185
H -0.32829 0.81087 -0.90804 0.188
H 1.95872 -1.11146 -1.09336 0.125
H 2.92628 0.37651 -0.67259 0.036
H 4.24305 0.03870 -3.03511 0.170
H 3.48404 -1.68079 -3.03515 0.128
H 3.71752 -2.40183 -0.10795 0.321
H 1.39188 -1.76816 -3.47959 -0.058
H -0.16898 -1.34022 -4.29792 0.403
H -0.14544 -1.32524 -1.10644 0.280
H -2.01472 0.10721 -2.33395 0.203
H -2.47624 -1.45674 -3.25571 0.329
H -2.68924 -1.39517 -1.43815 0.357
H -0.45490 -3.56020 -1.50615 0.381
C 9.36542 6.30468 -0.68922 -0.841
N 8.04556 6.22040 -0.10185 -0.136
C 7.71472 5.92244 1.18457 0.822
C 8.83568 5.63868 2.14926 -1.328
O 6.53898 5.89171 1.52390 -0.633
H 9.49990 7.31223 -1.08844 0.296
H 9.42357 5.58426 -1.50775 0.276
H 10.15224 6.09489 0.03230 0.317
H 7.24390 6.39866 -0.69095 0.203
H 8.42141 5.41792 3.13296 0.281
H 9.40879 4.77225 1.81251 0.370
H 9.48546 6.51217 2.23530 0.381
C -1.15381 -6.38249 3.12243 -0.931
N -0.79820 -5.27750 2.25685 -0.076
C -0.87707 -5.21385 0.90148 0.786
C -1.39365 -6.42199 0.17020 -1.439
O -0.53271 -4.19405 0.31445 -0.605
H -1.92452 -6.04121 3.81498 0.320
H -0.26589 -6.67281 3.68830 0.267
H -1.52365 -7.24080 2.56548 0.279
H -0.44312 -4.43086 2.67837 0.225
H -1.39924 -6.22336 -0.90071 0.221
H -0.74493 -7.27824 0.35921 0.378
H -2.41599 -6.64234 0.48706 0.483
C -6.05307 -2.11988 2.85691 -0.866
N -5.28753 -2.19245 1.63138 -0.162
C -4.39464 -1.28715 1.14336 0.603
C -4.14598 -0.04253 1.95176 -0.934
O -3.82528 -1.50151 0.07973 -0.692
H -5.79997 -2.98638 3.47196 0.272
H -7.11433 -2.15884 2.60194 0.284
H -5.84980 -1.20896 3.41636 0.334
H -5.40403 -3.00172 1.03775 0.240
H -3.41415 0.58340 1.44152 0.258
H -5.07265 0.52512 2.05790 0.364
H -3.75074 -0.30640 2.93102 0.155
C 3.95577 -5.41937 -3.00794 -0.676
N 3.03918 -5.79792 -1.95344 -0.127
C 1.84474 -6.44191 -2.06779 0.816
C 1.38407 -6.82581 -3.44854 -1.388
O 1.18482 -6.68960 -1.06779 -0.615
H 4.91647 -5.90234 -2.81786 0.326
H 4.08712 -4.33555 -2.97668 0.050
H 3.59473 -5.71021 -3.99210 0.342
H 3.28315 -5.57213 -0.99942 0.220
H 0.41973 -7.32953 -3.38305 0.295
H 1.26671 -5.93238 -4.06541 0.354
H 2.10195 -7.51026 -3.90573 0.416
C 0.28408 -9.57735 7.30808 -0.863
N -0.65248 -8.81827 6.50689 -0.147
C -1.45969 -7.79478 6.90030 0.816
C -1.39979 -7.36904 8.34342 -1.317
O -2.20094 -7.25364 6.09116 -0.624
H 1.27920 -9.46365 6.87305 0.290
H -0.00559 -10.62945 7.27038 0.291
H 0.30378 -9.24589 8.34409 0.328
H -0.74583 -9.04918 5.52766 0.227
H -2.09531 -6.54631 8.50873 0.289
H -1.68657 -8.20023 8.99098 0.366
H -0.39289 -7.02629 8.59098 0.365
C -0.56342 5.16195 -4.51074 -0.795
N -1.26008 5.05341 -3.24754 -0.069
C -2.53864 5.41545 -2.95883 0.589
C -3.36641 6.00819 -4.06845 -1.070
O -2.98185 5.25613 -1.82860 -0.695
H -0.24530 4.16188 -4.81161 0.196
H 0.31700 5.78987 -4.36131 0.244
H -1.18741 5.59321 -5.29128 0.418
H -0.76466 4.66389 -2.45739 0.101
H -4.36130 6.24758 -3.69130 0.260
H -2.90226 6.92851 -4.43046 0.391
H -3.46927 5.28923 -4.88394 0.409
C -7.14144 7.88006 -5.36202 -0.903
N -5.95932 7.44513 -6.07462 -0.109
C -5.88274 6.87719 -7.30983 0.872
C -7.16875 6.65728 -8.06194 -1.307
O -4.79500 6.56410 -7.77317 -0.647
H -7.04244 8.94707 -5.15152 0.313
H -7.19484 7.33228 -4.41878 0.290
H -8.05270 7.70797 -5.93095 0.329
H -5.05936 7.56163 -5.63058 0.193
H -6.95162 6.19887 -9.02665 0.289
H -7.82151 5.98675 -7.49902 0.342
H -7.66792 7.61270 -8.23707 0.366
C -1.74876 2.25772 7.40320 -0.870
N -2.51600 2.16856 6.17917 -0.197
C -2.52417 1.16194 5.26327 0.790
C -1.63628 -0.02732 5.51973 -1.181
O -3.23716 1.24161 4.27145 -0.595
H -2.44516 2.35522 8.23868 0.285
H -1.12298 3.15102 7.35195 0.287
H -1.11858 1.38473 7.55944 0.330
H -3.13438 2.93168 5.94193 0.243
H -1.74775 -0.74632 4.70785 0.202
H -0.59162 0.28788 5.56181 0.354
H -1.92292 -0.51362 6.45459 0.362
```

Values from the calculation:
- SMILES string: CC[C@H](Cl)C(=O)O[C@](C)(CCC(=O)O)OC[C@@H](C)O.CNC(C)=O.CNC(C)=O.CNC(C)=O.CNC(C)=O.CNC(C)=O.CNC(C)=O.CNC(C)=O.CNC(C)=O
- Net charge: 0
- HOMO energy: -0.322 Eh
- Kohn-Sham gap: 9.1 eV

no.,calculated total energy (hartree)
1,-6210.2300
2,-1936.8868
3,-3369.5018